1.
Below is a molecular structure, C34H46BF9N6O4PSeSiTl, with properties calculated with the ωB97M-V functional and the def2-TZVPD basis.

Output
DFT total energy: -165478.625 eV

The geometry in XYZ format:
```
104
C34H46BF9N6O4PSeSiTl the ωB97M-V functional and the def2-TZVPD basis
Tl -0.43726 -0.05259 -0.35792
Se -0.09326 -2.13684 -1.90156
P 2.43909 0.49145 -1.95385
Si -1.06217 -2.17084 -3.98243
F -3.38008 -0.06889 4.22976
F -2.48444 3.31168 2.11878
F -2.62868 2.41068 4.06581
F -4.81920 0.01331 1.38072
F -0.84388 2.16012 2.89574
F -4.38609 2.02771 0.78700
F -1.36149 -0.39675 3.55489
F -3.00898 -1.40317 2.60298
F -4.96088 1.61445 2.81590
O 0.89685 0.21472 1.72888
O -2.06562 0.72488 0.99012
O -0.78154 -2.01484 1.23871
O 1.86192 -1.99076 0.53957
N -2.68982 1.78892 -2.06482
N -0.80436 3.13158 -0.89962
N 2.64717 0.48075 3.09608
N 0.11060 2.20469 -0.50019
N -2.28017 0.55736 -1.73561
N -0.84708 -4.26284 1.14395
C -0.19608 -3.08571 1.17446
C 1.32980 -3.12594 1.18878
C -3.33632 -0.24741 -1.81771
C 1.93712 1.50412 3.84881
C 0.57788 4.14097 0.51864
C 4.05810 0.33759 3.41087
C -2.62751 -0.24924 3.14103
C -4.45028 0.46123 -2.25917
C -4.24692 1.15501 1.77634
C 4.85098 1.44947 -0.88073
C -2.17926 2.21876 2.82174
C 4.45093 -2.98280 -2.75168
C 2.02773 -0.11830 2.06238
C 3.62029 -2.02037 -2.19021
C 0.31456 -2.91254 -4.98823
C 1.60963 1.22603 -3.40361
C -2.30112 -4.26060 1.05676
C 2.75666 -1.21693 1.28898
C -3.98441 1.75742 -2.39947
C 4.28923 -0.45652 -3.88099
C 5.72183 2.42723 -0.42366
C 3.35668 3.14518 -1.68031
C 4.22923 4.12560 -1.22611
C 3.65512 1.79433 -1.51410
C -0.52544 4.29083 -0.30764
C 3.53537 -0.74703 -2.74441
C 0.92489 2.81015 0.36978
C 5.41151 3.77098 -0.59494
C 5.11116 -1.41718 -4.44975
C -1.60349 -0.56816 -4.73864
C -2.49288 -3.35167 -3.90561
C -2.73002 0.92864 2.12437
C 5.19575 -2.68385 -3.88212
C -0.17786 -5.54157 0.94824
B -1.72854 3.00677 -2.16561
H 0.29727 -5.60361 -0.03287
H 1.71625 -4.01549 0.69166
H 2.42579 3.44101 -2.14875
H 6.09163 4.53589 -0.24330
H -2.17392 -4.30278 -3.47531
H 2.16396 1.37542 4.90744
H 3.00072 -2.26620 -1.33532
H -0.04157 -3.23390 -5.96989
H 0.76912 1.85019 -3.09864
H -4.48633 2.66071 -2.69882
H 0.56184 -5.74086 1.72348
H -2.61160 -4.58488 0.06078
H 4.24864 0.53343 -4.32120
H -0.92991 -6.32442 1.00663
H -1.03077 2.90594 -3.15716
H 0.86868 1.40303 3.68499
H 1.72791 2.25841 0.82678
H 1.04512 4.88424 1.13868
H 5.11773 0.40334 -0.76604
H -1.12481 5.15670 -0.52943
H 1.23228 0.40044 -4.00186
H -3.29482 -2.94878 -3.28591
H -2.48431 -0.15894 -4.24873
H 5.69079 -1.17751 -5.33167
H 3.43432 -0.73313 0.57610
H 4.53812 -0.40988 2.79133
H 0.74244 -3.77770 -4.47710
H 2.25369 2.50326 3.54071
H 3.97777 5.16938 -1.36284
H 4.50382 -3.97107 -2.31250
H 2.29133 1.82475 -4.01042
H 1.11786 -2.18546 -5.12746
H -0.82532 0.18989 -4.71240
H -3.23850 -1.28444 -1.53522
H 4.18446 0.05705 4.45796
H -2.71638 -4.93953 1.80162
H -2.66683 -3.25536 1.23512
H -2.40629 4.00647 -2.19327
H 1.63448 -3.16332 2.24191
H 4.57189 1.28728 3.24472
H 5.83666 -3.43482 -4.32536
H -1.85067 -0.76036 -5.78720
H -5.44906 0.09740 -2.42149
H -2.89543 -3.54200 -4.90372
H 3.35564 -1.84544 1.95212
H 6.65042 2.14134 0.05397
```

Mulliken population analysis, charges in e, atoms 1 to 99: 2.426 -0.720 1.956 1.104 -0.275 -0.247 -0.316 -0.253 -0.041 -0.157 -0.220 -0.220 -0.277 0.276 -0.264 0.051 0.239 0.734 -0.173 0.218 0.393 0.216 0.236 -0.540 -0.511 -0.295 -0.885 -1.790 -1.155 0.173 -1.398 0.222 -0.576 0.097 -0.878 0.847 0.162 -1.249 -1.479 -0.823 -2.130 -0.759 -0.518 -0.730 -0.446 -0.699 0.094 -0.596 0.122 -0.128 -0.550 -0.752 -0.773 -1.152 0.451 -0.545 -1.079 0.101 0.325 0.489 0.263 0.407 0.266 0.455 0.132 0.411 0.315 0.495 0.358 0.342 0.335 0.374 -0.154 0.084 0.593 0.578 0.239 0.533 0.167 0.278 0.135 0.419 0.082 0.432 0.285 0.306 0.444 0.434 0.633 0.268 0.186 0.428 0.299 0.346 0.084 -0.274 0.362 0.347 0.394



2.
Below is a molecular structure, C36H69FN2NbO24P2 at a distorted geometry, with properties calculated with the ωB97M-V functional and the def2-TZVPD basis.

Output
DFT total energy: -113422.395 eV
Total charge: -1

The geometry in XYZ format:
```
135
C36H69FN2NbO24P2 the ωB97M-V functional and the def2-TZVPD basis
Nb -1.32922 -0.15923 -2.00092
P -1.62802 -2.42776 -3.36202
P 0.01750 0.29944 -4.14682
F -4.47555 0.23685 -0.53926
O -0.99485 -4.04625 -8.60745
O 5.40909 0.56529 2.87178
O -2.88512 4.68044 0.07407
O 1.49522 4.23404 -2.48461
O 4.13037 -6.28621 0.83045
O -2.44240 -2.18516 -4.78957
O -1.28246 6.24206 0.31058
O -1.51448 -6.07871 -7.88862
O -3.61335 7.24396 5.83042
O 4.67228 -1.24665 1.82580
O 3.81338 -0.71544 3.83046
O 0.57224 -0.94746 6.52911
O -4.09087 6.15906 3.91647
O 1.83431 -2.70539 6.05212
O -4.12321 5.04992 5.83680
O 5.93154 -7.09825 1.91109
O 0.34346 -0.62090 -1.08948
O -0.34625 -3.14472 -3.65840
O -2.01626 -5.48811 -10.00241
O -2.71593 -3.48693 -2.73972
O 4.74235 -5.38817 2.76339
O 1.04390 -0.84523 -4.75524
O 0.46096 -1.89867 4.47711
O -2.81890 6.48906 -1.27244
N -0.97314 0.44682 -5.58275
N -2.80612 0.85727 -2.92288
C 5.02218 -6.33083 1.84468
C -5.13969 4.60518 2.37219
C 0.26351 3.79927 -1.89437
C 1.07724 0.09746 1.74262
C 0.98403 -1.87026 -0.92288
C 3.05694 -5.41247 1.21596
C -3.67896 -0.55901 0.31417
C 0.35400 2.51396 -1.08893
C -4.70467 4.17218 4.86398
C -0.66603 -5.50971 -6.87863
C 5.45546 -0.53813 0.84782
C 1.16076 -1.36633 7.76275
C 4.56063 -0.48652 2.93717
C 2.34061 -2.20867 7.29823
C -2.38161 5.70223 -0.25957
C -4.72787 -0.73336 -3.37041
C 2.74335 -3.34362 8.20022
C -1.02950 1.84558 -0.97514
C -2.53037 -1.26372 -0.41168
C 2.21396 -0.46681 0.87564
C 3.72298 -4.50278 2.23236
C -0.74747 -4.02500 -7.17389
C 6.23604 -1.50104 -0.00486
C 0.89621 -1.85790 5.57688
C -4.22329 4.76267 3.55061
C -2.09714 7.72168 -1.22383
C 2.83742 -3.97197 3.32013
C -0.81298 7.32579 -0.51240
C -3.24724 0.33601 1.47793
C -3.91130 6.25014 5.24658
C -1.55325 -5.22305 -8.93575
C -0.17664 8.39568 0.33284
C -3.92574 0.50303 -3.80688
C 1.94894 -1.85179 0.28352
C 6.27660 0.37049 1.74981
C 0.48183 -3.23835 -6.83322
H -1.95374 8.09373 -2.23431
H -0.10950 4.60059 -1.24044
H 1.51618 -2.12028 -1.84585
H 1.33628 -3.54620 -7.43985
H -3.95416 0.25683 2.30909
H -1.63016 -3.59905 -6.69436
H -5.74486 -0.45334 -3.08709
H -5.33409 3.54783 2.18831
H -1.19247 1.54134 0.06717
H 1.56929 -2.49695 1.08504
H 0.56292 0.92102 1.25002
H 6.92906 -0.95042 -0.64253
H 1.46529 0.46304 2.69694
H 3.37450 -3.29384 3.97786
H 2.00148 -3.41997 2.88964
H 1.65596 -0.45589 -5.39260
H -1.80180 2.58036 -1.22177
H 3.61498 -3.86266 7.80542
H 1.10998 1.86344 -1.54770
H 2.45362 0.22723 0.06439
H 6.52057 1.33501 1.31415
H -4.37773 -1.32048 0.67945
H 2.26549 -6.01166 1.67264
H -2.25525 0.07506 1.84874
H 0.73500 2.76766 -0.08813
H 3.11279 -0.55424 1.50066
H -0.09836 6.90256 -1.22446
H -4.36666 3.15631 5.04604
H 0.34789 -5.89240 -7.02228
H 2.98897 -2.95854 9.19118
H 0.69083 -3.37540 -5.76954
H 2.67375 -4.89938 0.33892
H -6.08584 5.11942 2.55013
H -1.87136 -1.62711 -5.34347
H 0.33828 -0.67160 1.98054
H 0.23438 -2.66174 -0.80083
H -2.75287 1.86271 -2.84569
H 0.75368 8.04044 0.77207
H 6.80205 -2.18857 0.62491
H -1.33488 1.38825 -5.68273
H 7.18730 -0.12876 2.09151
H -3.56566 0.36038 -4.83375
H -4.60229 1.36394 -3.84892
H 2.44747 -4.79748 3.91819
H 4.75789 0.04988 0.24452
H -4.26626 -1.22162 -2.51594
H -0.85083 8.68794 1.13856
H -3.17440 -3.96934 -3.44519
H 1.92571 -4.05957 8.28974
H 0.04326 9.26896 -0.28331
H 0.43473 -1.96895 8.31622
H 5.57099 -2.08177 -0.64171
H 0.32358 -2.17297 -6.99878
H -1.74433 -1.43370 0.33537
H 2.20433 3.99285 -1.87729
H -4.78621 -1.46355 -4.17611
H -1.03201 -5.77874 -5.89270
H -0.43652 3.68375 -2.72702
H -0.44564 0.22490 -6.41920
H -2.67053 8.44322 -0.63496
H 2.90256 -2.28695 -0.04203
H -5.79302 4.22826 4.95118
H -3.22132 4.39677 3.31234
H 4.24324 -3.68656 1.72549
H 3.19329 -1.56378 7.06585
H -4.66854 5.01874 1.48569
H 1.43630 -0.49002 8.34281
H -2.86221 -2.25173 -0.73246
H -3.22982 1.37783 1.15154
```

Mulliken population analysis, charges in e, atoms 1 to 99: -1.081 0.790 0.216 -0.346 -0.427 -0.443 -0.549 -0.629 -0.390 -0.591 -0.349 -0.370 -0.561 -0.070 -0.478 -0.339 -0.346 -0.241 -0.343 -0.575 0.602 -0.682 -0.574 -0.561 -0.479 -0.462 -0.448 -0.340 -0.518 0.367 0.550 -1.202 -0.128 -0.575 -0.983 -0.211 0.447 -0.077 -0.418 -0.491 0.774 -0.541 0.690 0.527 0.677 -0.844 -1.479 -0.203 -1.195 1.782 1.713 1.076 -1.582 0.576 0.604 -0.523 -1.356 0.648 -1.044 0.625 0.609 -1.580 -0.650 0.588 -0.618 -1.110 0.306 -0.247 0.144 0.433 0.327 0.009 0.346 0.355 -0.355 -0.446 -0.401 0.448 0.550 0.107 0.296 0.300 0.666 0.358 0.063 0.203 0.324 0.400 0.310 0.095 0.390 -2.031 0.314 0.296 0.291 0.393 0.292 0.200 0.394



3.
Below is C5H10N2O in the gas phase at a distorted geometry, with properties calculated with the ωB97M-V functional and the def2-TZVPD basis.

Output
DFT total energy: -10370.518 eV

The geometry in XYZ format:
```
18
C5H10N2O the ωB97M-V functional and the def2-TZVPD basis
O -0.67979 2.33149 0.20448
N -0.57480 0.41445 -0.86674
N -0.14708 0.00824 0.23203
C 0.69874 0.76530 1.05003
C -0.68497 -1.25015 0.65730
C 0.24091 2.15376 1.02534
C 0.26322 1.19758 -1.62273
C -0.15096 -2.41977 -0.13004
H -0.46371 -3.44560 0.24725
H 1.30251 1.43796 -1.25182
H 0.51786 2.98225 1.76795
H -0.42738 -1.42960 1.66949
H 1.09309 0.17799 1.87243
H 0.32459 0.80984 -2.77585
H -0.34321 2.11839 -1.72724
H -0.15612 -2.33389 -1.19805
H 0.92313 -2.36357 0.16873
H -1.73606 -1.15467 0.67743
```

How is the electron density shared among the atoms? According to Mulliken, the charges in e are: -0.580 -0.658 0.814 -0.660 -0.521 0.070 -0.695 -1.013 0.326 0.288 0.348 0.322 0.343 0.281 0.342 0.328 0.277 0.389



4.
Below is 2 unconnected molecules or ions with the total composition C22H35ClN3O3 at a distorted geometry, with properties calculated with the ωB97M-V functional and the def2-TZVPD basis.

Output
DFT total energy: -46502.896 eV
Total charge: +1

The geometry in XYZ format:
```
64
C22H35ClN3O3 the ωB97M-V functional and the def2-TZVPD basis
Cl 3.60628 2.78541 -0.29092
O -0.43208 -2.50036 2.00985
O -5.17355 3.62234 0.31707
O -0.30712 -1.01321 0.15490
N 4.22690 -0.57368 -0.89089
N 2.99871 0.42936 1.09784
N 1.72642 -0.19060 -0.73820
C -0.96644 -1.65517 1.26220
C 4.12879 -1.17437 -2.27857
C -2.61103 0.39997 1.73590
C -5.22730 0.08049 1.94087
C 3.14890 -0.15406 -0.27074
C 0.89110 -5.10954 -1.35235
C 2.44843 -3.24634 -2.52203
C -3.69039 -2.12477 1.50604
C -4.00479 4.30790 -1.62700
C -5.20916 3.49678 -2.04956
C -5.56417 2.76842 -0.76854
C 3.67831 2.39491 2.48757
C -4.00285 1.03231 1.94689
C 1.12463 -1.03275 0.35229
C -4.36276 4.68562 -0.20329
C 1.78052 -0.30056 1.63028
C 2.31616 -4.81132 -2.07775
C 5.20669 1.85016 2.41666
C 3.92907 -2.76944 -2.10616
C -2.47662 -1.15244 1.51727
C -5.09219 -1.45614 1.74647
C 2.86224 1.92399 1.15778
H 0.42320 -4.16698 -0.89318
H -3.55246 -3.24203 1.32788
H 3.22713 -0.74678 -2.84016
H 1.39893 -2.11388 0.11282
H -3.81386 5.17458 -2.26203
H -6.63120 2.54591 -0.69466
H -3.11060 3.67520 -1.63256
H -6.02551 4.16738 -2.33671
H 3.11677 -4.98514 -1.28044
H -4.95729 5.60478 -0.17450
H 1.74797 2.20523 1.26981
H -5.01360 2.82086 -2.88365
H -4.10717 2.15595 2.07488
H 5.25137 0.71390 2.34850
H 1.03754 0.34340 2.22935
H 5.72228 2.31164 1.50645
H -5.99778 -2.14518 1.76627
H 4.07447 -3.02883 -0.99588
H -1.67302 1.05358 1.73746
H -6.25408 0.55728 2.08785
H 5.75380 2.25519 3.33891
H 1.30901 0.75992 -0.81065
H 5.10684 -0.88601 -2.80567
H 1.61198 -2.68030 -1.98318
H 2.47468 -5.44288 -3.01966
H 2.26729 -3.13039 -3.65036
H 2.14391 -1.17003 2.27720
H -3.48239 4.82027 0.42970
H -5.00490 1.83121 -0.67585
H 3.15974 1.93714 3.40773
H 3.73866 3.53133 2.56501
H 4.74834 -3.35988 -2.66733
H 1.06649 -5.83089 -0.47352
H 5.12606 -0.48589 -0.38387
H 0.16470 -5.56255 -2.11985
```

How is the electron density shared among the atoms? According to Mulliken, the charges in e are: -0.127 -0.498 -0.386 -0.338 0.047 0.315 -0.245 0.527 -0.468 -0.203 -0.387 -0.574 -0.726 -0.233 -0.413 -0.501 -0.528 -0.348 -0.512 -0.490 0.246 -0.392 -0.783 -0.538 -0.857 -0.672 0.332 -0.436 -0.020 0.063 0.370 0.341 0.160 0.342 0.276 0.227 0.264 0.294 0.280 0.405 0.323 0.397 0.182 0.338 0.249 0.338 0.333 0.173 0.375 0.358 0.348 0.389 0.050 0.355 0.370 0.287 0.246 0.215 0.287 0.362 0.344 0.279 0.294 0.292



5.
Below is 2 unconnected molecules or ions with the total composition C2H2Cl2NOP at a distorted geometry, with properties calculated with the ωB97M-V functional and the def2-TZVPD basis.

Output
DFT total energy: -39976.685 eV

The geometry in XYZ format:
```
9
C2H2Cl2NOP the ωB97M-V functional and the def2-TZVPD basis
Cl 2.17059 -0.43163 0.42571
Cl 1.60326 2.53567 -0.18274
P -0.31192 0.56695 -1.12310
O -1.80279 -0.08884 -0.59280
N -0.35143 -1.19780 0.78007
C 0.49673 -0.40743 0.12229
C -1.57840 -0.90782 0.44095
H 2.23503 1.45067 -0.69964
H -2.46107 -1.51976 0.82927
```

How is the electron density shared among the atoms? According to Mulliken, the charges in e are: -0.181 -0.286 0.138 -0.316 -0.453 0.417 0.103 0.258 0.320